This record from the Open Molecules 2025 dataset describes a cluster of 6 separate species, C16H44O6 in total at a distorted geometry. The level of theory is ωB97M-V/def2-TZVPD.

LUMO energy (spin up / spin down) = -2.79 / -9.85 eV
Orbital gap (spin up / spin down) = 9.5 / 1.5 eV
F_max = 3.0 eV/A
Calculated total energy = -29578.3710 eV
HOMO level (spin up / spin down) = -12.31 / -11.32 eV
2S+1 = 2
ΔE to the lowest compared entry with this formula, charge and spin = 137.7 kJ/mol
Total charge = +1

Geometry (Å):
C -15.90711 18.60055 -8.80684
O -17.06596 17.90522 -8.65250
H -16.08394 19.59402 -9.21898
H -15.47857 18.74666 -7.81533
H -15.14090 18.07077 -9.37284
H -17.51818 17.69757 -9.47346
C -23.63491 24.25494 -11.32415
C -22.43780 23.44948 -10.87887
C -21.18061 23.54962 -11.64666
O -22.08663 23.80750 -9.58161
H -24.54156 23.95796 -10.79699
H -23.79969 24.31276 -12.40007
H -23.42181 25.31379 -11.17742
H -22.78995 22.42165 -10.79134
H -20.49958 22.74598 -11.36655
H -20.67980 24.51123 -11.53443
H -21.43993 23.31469 -12.67897
H -22.04277 23.09280 -8.94217
C -23.46847 21.95745 -15.66286
C -24.15666 20.76090 -15.07470
C -23.27843 19.84354 -14.14547
O -25.24962 21.20994 -14.33905
H -22.95329 22.69780 -15.05083
H -24.16042 22.58848 -16.22062
H -22.67605 21.69081 -16.36220
H -24.48432 20.07395 -15.85498
H -22.31132 19.51736 -14.52808
H -23.80458 18.91656 -13.91751
H -23.16391 20.47139 -13.26184
H -25.30821 22.16810 -14.32870
C -22.00180 16.23457 -15.32855
C -22.33043 17.04581 -16.60015
C -21.49010 16.70934 -17.75311
O -23.68609 16.90746 -16.97311
H -21.01216 15.77772 -15.33155
H -22.72936 15.43280 -15.20232
H -22.05475 16.93125 -14.49194
H -22.19434 18.10165 -16.36611
H -21.31899 15.67358 -18.04640
H -20.53982 17.21282 -17.57538
H -21.84878 17.20974 -18.65258
H -23.73521 16.97003 -17.92981
C -15.12965 17.15166 -13.29326
C -16.22942 17.95448 -12.60524
C -16.22152 19.43575 -12.81902
O -17.45859 17.47005 -13.18225
H -14.14718 17.52343 -13.00235
H -15.13628 17.18116 -14.38284
H -15.16209 16.13204 -12.90929
H -16.19300 17.74316 -11.53654
H -17.03309 19.83649 -12.21167
H -16.32015 19.80924 -13.83827
H -15.22643 19.80030 -12.56410
H -17.30600 17.57254 -14.12449
C -19.58522 19.32076 -10.15929
C -19.88164 18.03696 -10.84526
C -20.34548 18.22616 -12.28671
O -18.64634 17.35234 -10.79071
H -20.31963 20.10534 -10.34143
H -18.70574 19.84792 -10.52903
H -19.45173 19.23257 -9.08110
H -20.61974 17.45620 -10.29206
H -20.34204 17.24515 -12.76179
H -19.64973 18.82747 -12.87190
H -21.38022 18.56077 -12.36055
H -18.23461 17.38583 -11.65729

Atomic partial charges in e from the natural (NBO) method, atoms 1 to 8:
1 C -0.247
2 O -0.674
3 H 0.163
4 H 0.189
5 H 0.161
6 H 0.497
7 C -0.633
8 C 0.091